114
Properties=species:S:1:pos:R:3 method="wB97M-V/def2-TZVPD" spin_multiplicity=1 largest_force_ev_per_a=3.23 lumo_ev=-4.842 charge=+1 e_homo_ev=-9.11 e_tot_ha=-2879.36173 orbital_gap_ev=4.268
C -6.82 1.82 -1.10
C -7.16 1.82 0.24
C -6.67 0.85 1.09
C -5.81 -0.14 0.61
N -5.23 -1.10 1.52
C -5.79 -2.44 1.58
C -5.41 -3.41 0.65
C -5.95 -4.67 0.70
C -6.88 -4.99 1.67
C -7.26 -4.04 2.60
C -6.72 -2.78 2.55
C -3.91 -0.87 2.06
C -3.72 -0.57 3.41
C -2.47 -0.35 3.92
C -1.32 -0.43 3.09
C -0.03 -0.17 3.63
C 1.24 -0.52 3.08
C 2.41 0.15 3.50
C 3.63 -0.17 2.99
C 3.78 -1.20 2.05
N 5.05 -1.50 1.48
C 5.32 -2.81 0.94
C 5.03 -3.12 -0.39
C 5.23 -4.39 -0.87
C 5.73 -5.37 -0.04
C 6.04 -5.08 1.27
C 5.84 -3.81 1.76
C 5.97 -0.42 1.19
C 7.04 -0.13 2.04
C 7.91 0.89 1.74
C 7.73 1.64 0.59
C 6.67 1.37 -0.26
C 5.80 0.35 0.04
C 2.64 -1.92 1.67
C 1.40 -1.59 2.17
C -1.53 -0.72 1.73
C -2.78 -0.93 1.23
C -5.50 -0.14 -0.75
C -5.99 0.83 -1.59
H -7.20 2.59 -1.75
H -7.83 2.58 0.63
H -6.94 0.85 2.13
H -4.68 -3.16 -0.10
H -5.65 -5.42 -0.03
H -7.31 -5.98 1.70
H -7.99 -4.29 3.36
H -7.01 -2.03 3.28
H -4.58 -0.51 4.05
H -2.34 -0.12 4.96
H 0.00 0.37 4.56
H 2.32 0.95 4.21
H 4.51 0.35 3.33
H 4.64 -2.34 -1.02
H 5.01 -4.61 -1.90
H 5.87 -6.37 -0.42
H 6.45 -5.84 1.91
H 6.09 -3.57 2.78
H 7.16 -0.72 2.93
H 8.73 1.11 2.40
H 8.42 2.44 0.35
H 6.53 1.96 -1.15
H 4.96 0.14 -0.60
H 2.75 -2.73 0.97
H 0.55 -2.20 1.92
H -0.68 -0.70 1.06
H -2.93 -1.15 0.19
H -4.87 -0.92 -1.14
H -5.74 0.81 -2.64
C 4.82 4.03 4.92
C 3.59 4.47 5.68
O 2.42 4.28 4.92
C 1.31 4.72 5.64
C 0.09 4.61 4.99
P -1.41 5.14 5.83
C -1.73 3.97 7.16
C -1.92 4.43 8.45
C -2.18 3.52 9.46
C -2.25 2.17 9.17
C -2.04 1.72 7.88
C -1.77 2.63 6.88
C -1.33 6.84 6.45
C -2.48 7.41 6.94
C -2.45 8.70 7.44
C -1.26 9.41 7.43
C -0.11 8.84 6.93
C -0.15 7.55 6.43
C -2.73 5.06 4.61
C -3.79 4.19 4.74
C -4.76 4.14 3.76
C -4.67 4.96 2.65
C -3.61 5.84 2.53
C -2.63 5.88 3.51
O 1.41 5.18 6.78
H 5.72 4.09 5.54
H 4.71 3.00 4.57
H 4.97 4.66 4.05
H 3.45 3.92 6.62
H 3.63 5.54 5.94
H 0.02 4.20 4.01
H -1.85 5.48 8.66
H -2.33 3.87 10.46
H -2.47 1.47 9.96
H -2.08 0.67 7.66
H -1.60 2.30 5.86
H -3.40 6.84 6.95
H -3.35 9.15 7.82
H -1.23 10.41 7.83
H 0.81 9.39 6.93
H 0.75 7.09 6.06
H -3.86 3.55 5.60
H -5.59 3.46 3.85
H -5.43 4.93 1.89
H -3.52 6.46 1.65
H -1.80 6.56 3.42

43
Properties=species:S:1:pos:R:3 method="wB97M-V/def2-TZVPD" spin_multiplicity=2 largest_force_ev_per_a=6.78 lumo_ev="2.057 / -0.583" charge=-1 e_homo_ev="-4.96 / -4.91" e_tot_ha=-1382.28811 orbital_gap_ev="7.020 / 4.326"
Tl -9.39 -14.86 13.31
B -7.08 -15.12 15.20
H -7.67 -16.01 15.33
H -6.63 -15.20 14.23
H -7.73 -14.26 15.35
H -6.36 -15.15 16.00
B -8.14 -16.50 11.09
H -7.80 -15.50 11.30
H -9.21 -16.46 10.96
H -7.62 -16.95 10.27
H -7.93 -17.14 11.93
B -10.21 -14.19 16.30
H -10.20 -14.18 17.38
H -11.18 -14.13 15.83
H -9.57 -13.45 15.84
H -9.82 -15.14 15.97
C -13.34 -14.95 8.21
C -14.42 -15.00 9.33
O -13.67 -14.90 10.57
C -12.41 -14.81 10.33
O -11.53 -14.73 11.24
O -12.18 -14.76 8.98
F -15.15 -16.20 9.35
H -13.45 -14.03 7.62
H -13.40 -15.82 7.55
H -15.09 -14.15 9.43
C -8.46 -9.77 16.34
C -7.09 -9.79 15.77
O -7.02 -11.02 15.05
C -8.24 -11.30 14.65
O -8.58 -12.03 13.68
O -9.13 -10.59 15.41
F -6.05 -9.85 16.60
H -8.68 -8.71 16.48
H -8.61 -10.23 17.32
H -7.04 -9.01 15.00
C -14.21 -14.15 13.88
N -13.46 -15.44 13.92
O -14.09 -16.47 13.70
O -12.24 -15.44 14.02
H -13.61 -13.37 14.35
H -15.25 -14.15 14.21
H -14.15 -13.91 12.82

65
Properties=species:S:1:pos:R:3 method="wB97M-V/def2-TZVPD" spin_multiplicity=4 largest_force_ev_per_a=1.07 lumo_ev="2.141 / 2.139" relative_energy_kcal_mol=32.4 charge=-1 e_homo_ev="-2.07 / -3.55" e_tot_ha=-4105.69101 orbital_gap_ev="4.211 / 5.691"
Re -0.31 0.70 -0.48
O 0.36 2.28 0.93
C -0.79 3.02 1.40
C -1.80 3.08 0.30
C -2.62 4.15 0.10
C -3.67 4.09 -0.85
C -3.85 2.86 -1.52
C -3.01 1.81 -1.30
N -1.92 1.90 -0.44
H 0.85 1.96 1.76
H -0.48 4.01 1.72
H -1.19 2.48 2.26
H -2.47 5.04 0.70
H -4.32 4.93 -1.02
H -4.67 2.73 -2.21
H -3.13 0.86 -1.79
C 1.19 -0.75 -3.77
C 0.33 0.51 -3.57
C 1.03 1.73 -4.17
C -1.02 0.30 -4.25
N 0.10 0.72 -2.17
H 1.34 -0.96 -4.83
H 0.69 -1.60 -3.29
H 2.17 -0.62 -3.30
H 1.18 1.61 -5.24
H 2.01 1.87 -3.70
H 0.44 2.63 -3.99
H -0.90 0.15 -5.33
H -1.66 1.17 -4.08
H -1.51 -0.57 -3.82
Se 1.63 1.23 3.68
C 1.91 -4.12 -1.00
S 0.26 -3.70 -0.42
C -0.50 -5.25 -0.94
O -0.26 -2.66 -1.34
H 2.31 -4.93 -0.40
H 2.52 -3.23 -0.89
H 1.84 -4.40 -2.05
H -0.04 -6.08 -0.40
H -0.38 -5.35 -2.02
H -1.56 -5.17 -0.68
C -1.97 -0.56 3.05
C -1.52 -1.16 1.72
C -2.71 -1.39 0.80
O -0.57 -0.31 1.15
H -2.67 -1.22 3.57
H -2.47 0.39 2.86
H -1.10 -0.38 3.69
H -1.05 -2.14 1.93
H -3.24 -0.45 0.65
H -3.41 -2.11 1.24
H -2.37 -1.75 -0.17
N 2.06 -1.69 1.49
C 2.87 -1.04 0.60
C 4.20 -1.41 0.39
C 4.95 -0.71 -0.52
C 4.37 0.36 -1.21
C 3.04 0.64 -0.95
N 2.30 -0.05 -0.08
H 2.54 -2.09 2.29
H 1.28 -1.11 1.78
H 4.63 -2.23 0.96
H 5.99 -0.97 -0.69
H 4.93 0.95 -1.92
H 2.53 1.45 -1.45

11
Properties=species:S:1:pos:R:3 method="wB97M-V/def2-TZVPD" spin_multiplicity=1 largest_force_ev_per_a=3.45 lumo_ev=-0.089 relative_energy_kcal_mol=30.7 e_homo_ev=-10.14 e_tot_ha=-5469.30443 orbital_gap_ev=10.047
C -2.22 0.14 1.87
C -2.08 0.02 0.47
C -0.25 0.47 0.17
N -2.39 0.08 2.99
O 0.04 -0.05 -1.06
O 0.37 -0.38 1.08
Br -3.32 1.27 -0.52
Br -2.52 -1.74 -0.27
H 0.01 1.64 0.23
H 0.23 -0.98 -0.86
H 0.36 -0.08 2.06

116
Properties=species:S:1:pos:R:3 method="wB97M-V/def2-TZVPD" spin_multiplicity=1 smiles="CNC(C)=O.CNC(C)=O.CNC(C)=O.COCCOC.COCCOC.COCCOC.COCCOC.COCCOC" largest_force_ev_per_a=3.80 lumo_ev=0.444 relative_energy_kcal_mol=0.0 e_homo_ev=-9.00 e_tot_ha=-2289.68536 orbital_gap_ev=9.441
C 3.70 -20.51 16.25
N 4.45 -21.44 15.47
C 4.50 -22.73 15.73
C 3.80 -23.35 16.96
O 5.11 -23.45 14.93
H 2.72 -20.85 16.60
H 3.72 -19.64 15.60
H 4.28 -20.32 17.15
H 5.07 -21.08 14.75
H 3.88 -24.42 16.75
H 2.78 -23.04 17.18
H 4.37 -23.12 17.86
C 6.62 -13.28 13.83
N 6.46 -14.44 12.99
C 7.36 -14.86 12.11
C 7.02 -16.20 11.47
O 8.38 -14.24 11.93
H 6.69 -13.65 14.85
H 5.78 -12.61 13.62
H 7.54 -12.71 13.81
H 5.60 -14.95 13.10
H 7.93 -16.79 11.34
H 6.57 -16.02 10.50
H 6.39 -16.74 12.19
C 6.25 -17.54 15.40
N 5.14 -16.75 15.93
C 4.19 -16.15 15.12
C 3.07 -15.42 15.70
O 4.33 -16.11 13.92
H 6.39 -18.47 15.96
H 7.12 -16.89 15.41
H 6.13 -17.92 14.38
H 5.08 -16.58 16.92
H 3.27 -15.23 16.75
H 2.27 -16.16 15.68
H 2.73 -14.54 15.15
C 4.33 -19.18 12.38
O 4.13 -20.58 12.45
C 2.77 -21.03 12.58
C 2.07 -21.15 11.21
O 1.88 -19.91 10.64
C 1.04 -19.84 9.46
H 5.34 -18.97 12.03
H 4.23 -18.75 13.38
H 3.59 -18.67 11.77
H 2.28 -20.41 13.33
H 2.85 -22.02 13.03
H 1.14 -21.68 11.43
H 2.64 -21.87 10.61
H 1.51 -20.42 8.67
H 1.00 -18.81 9.10
H 0.05 -20.20 9.72
C 3.97 -12.30 16.66
O 3.25 -12.71 17.81
C 1.91 -12.21 17.93
C 1.05 -13.27 18.62
O 0.91 -14.37 17.73
C 0.19 -15.46 18.13
H 3.82 -11.26 16.40
H 3.65 -12.83 15.76
H 5.02 -12.44 16.90
H 1.51 -11.89 16.97
H 1.87 -11.24 18.44
H 0.09 -12.80 18.83
H 1.43 -13.62 19.58
H 0.62 -15.92 19.02
H 0.22 -16.19 17.32
H -0.82 -15.13 18.36
C 10.14 -14.86 15.32
O 10.13 -16.32 15.52
C 10.13 -17.01 14.25
C 10.19 -18.49 14.52
O 8.98 -18.90 15.07
C 8.84 -20.30 15.07
H 11.04 -14.45 14.87
H 10.05 -14.44 16.32
H 9.31 -14.51 14.71
H 10.96 -16.82 13.57
H 9.27 -16.64 13.70
H 11.02 -18.72 15.18
H 10.45 -19.04 13.61
H 8.79 -20.72 14.07
H 7.98 -20.58 15.68
H 9.70 -20.72 15.59
C 6.35 -17.05 19.11
O 4.93 -16.97 18.86
C 4.29 -15.73 19.29
C 4.28 -15.54 20.88
O 5.63 -14.95 21.14
C 5.84 -14.84 22.53
H 6.81 -16.11 18.79
H 6.73 -17.99 18.71
H 6.51 -17.21 20.18
H 3.30 -15.96 18.90
H 4.67 -14.92 18.67
H 4.07 -16.49 21.38
H 3.57 -14.77 21.16
H 5.31 -15.55 23.17
H 5.69 -13.88 23.03
H 6.89 -15.01 22.75
C 0.49 -12.35 14.04
O 0.61 -13.41 13.17
C 0.37 -13.06 11.77
C 1.42 -12.25 10.99
O 2.68 -12.90 10.81
C 3.56 -12.94 11.97
H 1.35 -11.69 13.94
H 0.50 -12.84 15.02
H -0.42 -11.77 13.95
H -0.55 -12.48 11.74
H 0.14 -13.96 11.20
H 1.59 -11.32 11.53
H 1.06 -11.98 9.99
H 4.54 -13.24 11.59
H 3.23 -13.69 12.69
H 3.67 -11.96 12.42

83
Properties=species:S:1:pos:R:3 method="wB97M-V/def2-TZVPD" spin_multiplicity=1 largest_force_ev_per_a=1.29 lumo_ev=0.341 e_homo_ev=-8.35 e_tot_ha=-4270.41052 orbital_gap_ev=8.690
C 0.91 7.14 -1.37
C 0.47 8.41 -2.10
C 0.68 8.25 -3.61
C -0.96 8.85 -1.74
P -2.24 7.47 -1.74
C -3.53 5.97 -1.70
C -3.91 5.67 -3.09
O -4.67 6.29 -3.76
I -2.76 4.07 -3.99
H 0.38 6.26 -1.74
H 0.70 7.21 -0.30
H 1.97 6.95 -1.53
H 1.15 9.20 -1.78
H -0.12 7.70 -4.10
H 1.62 7.74 -3.81
H 0.74 9.23 -4.10
H -0.93 9.30 -0.75
H -1.26 9.64 -2.43
H -1.78 7.00 -2.99
H -1.79 7.01 -0.48
H -3.31 8.39 -1.72
H -3.01 5.13 -1.26
H -4.44 6.22 -1.16
C -0.16 0.41 -3.78
S -0.77 1.10 -2.24
O 0.08 2.28 -1.92
C -0.15 -0.27 -1.27
H -0.38 1.10 -4.60
H 0.92 0.28 -3.69
H -0.65 -0.54 -3.96
H 0.92 -0.39 -1.44
H -0.69 -1.17 -1.55
H -0.33 -0.06 -0.21
C 2.05 1.02 1.48
S 2.15 -0.77 1.53
O 0.75 -1.29 1.63
C 2.85 -0.88 3.17
H 1.59 1.31 0.53
H 1.43 1.37 2.31
H 3.05 1.43 1.54
H 2.19 -0.39 3.89
H 3.83 -0.40 3.17
H 2.96 -1.94 3.41
C 3.17 -2.82 -4.60
S 2.48 -2.05 -3.13
O 3.25 -0.81 -2.87
C 3.05 -3.30 -1.98
H 2.96 -2.16 -5.44
H 4.25 -2.93 -4.47
H 2.70 -3.79 -4.75
H 4.13 -3.37 -2.04
H 2.57 -4.25 -2.21
H 2.75 -2.98 -0.98
C 1.38 -6.42 3.24
S 1.43 -4.83 2.41
O 2.55 -4.06 3.01
C -0.09 -4.18 3.10
H 2.28 -6.97 2.97
H 1.36 -6.26 4.32
H 0.50 -6.97 2.92
H -0.02 -4.17 4.18
H -0.93 -4.80 2.77
H -0.20 -3.17 2.72
C -2.57 -1.93 6.19
S -1.46 -3.03 7.06
O -1.20 -4.18 6.16
C -2.66 -3.60 8.27
H -2.02 -1.51 5.35
H -3.42 -2.50 5.82
H -2.89 -1.13 6.85
H -3.51 -4.05 7.76
H -2.97 -2.76 8.89
H -2.17 -4.34 8.90
C -1.90 -6.75 -2.60
S -0.72 -5.42 -2.33
O 0.54 -5.82 -3.00
C -0.49 -5.70 -0.57
H -2.14 -6.77 -3.66
H -1.44 -7.69 -2.30
H -2.80 -6.55 -2.02
H -0.14 -6.72 -0.41
H -1.44 -5.54 -0.06
H 0.24 -4.99 -0.20

15
Properties=species:S:1:pos:R:3 method="wB97M-V/def2-TZVPD" spin_multiplicity=1 largest_force_ev_per_a=3.29 lumo_ev=-5.411 relative_energy_kcal_mol=27.2 charge=+1 e_homo_ev=-14.68 e_tot_ha=-195.77300 orbital_gap_ev=9.265
O -2.49 -0.42 1.50
H -2.24 0.24 0.83
H -2.55 0.08 2.36
H -2.00 -1.26 1.36
C 0.15 -0.15 -1.51
C 1.54 0.04 -0.95
C 1.50 0.54 0.53
H -0.34 0.79 -1.28
H 0.30 -0.26 -2.64
H -0.55 -0.93 -1.09
H 2.19 -0.88 -1.15
H 1.77 0.90 -1.68
H 2.38 0.68 1.09
H 0.91 -0.15 1.22
H 0.89 1.54 0.59

17
Properties=species:S:1:pos:R:3 method="wB97M-V/def2-TZVPD" spin_multiplicity=1 smiles="C=C(O)[NH2+][C@@H](C)O" largest_force_ev_per_a=6.19 lumo_ev=-3.329 relative_energy_kcal_mol=77.4 charge=+1 e_homo_ev=-14.89 e_tot_ha=-363.31238 orbital_gap_ev=11.560
C -1.93 1.28 0.65
C -1.35 0.41 -0.13
O -2.14 -1.10 -0.53
N -0.10 0.32 -0.79
C 1.15 0.21 0.17
C 1.46 -1.25 0.38
O 2.13 0.96 -0.40
H -2.91 1.12 1.08
H -1.45 2.21 0.91
H -3.02 -1.07 -0.16
H 0.07 1.15 -1.38
H -0.17 -0.52 -1.39
H 0.82 0.70 1.09
H 1.82 -1.71 -0.54
H 0.58 -1.79 0.72
H 2.23 -1.35 1.14
H 2.82 0.42 -0.82

17
Properties=species:S:1:pos:R:3 method="wB97M-V/def2-TZVPD" spin_multiplicity=1 largest_force_ev_per_a=2.49 lumo_ev=-3.051 relative_energy_kcal_mol=16.3 charge=+1 e_homo_ev=-15.50 e_tot_ha=-325.53979 orbital_gap_ev=12.449
C -0.98 -0.06 -1.92
N -0.37 0.76 -0.77
H -1.08 -1.07 -1.53
H -1.94 0.36 -2.10
H -0.22 -0.06 -2.69
H 0.64 0.59 -0.60
H -0.81 0.50 0.12
H -0.72 1.67 -1.02
H 2.92 1.14 -1.02
H 2.86 0.86 0.51
O 2.34 0.86 -0.30
H -2.20 0.36 2.63
H -0.90 -0.25 2.19
O -1.67 0.22 1.84
H 0.21 -2.24 2.10
H 1.23 -2.07 0.97
O 0.69 -1.57 1.59